Record 1
Molecular formula: C4H12NPS
Method: DFT, ωB97M-V/def2-TZVPD

```
19
C4H12NPS (ωB97M-V/def2-TZVPD)
C -2.597 0.421 0.919
C -2.690 -1.017 -0.792
C 3.476 0.110 -0.636
C 0.282 -0.303 -1.831
N -2.027 -0.077 -0.066
P -0.089 -0.204 -0.004
S 0.201 -2.056 0.644
H -2.230 1.052 1.619
H -3.653 0.439 1.012
H 3.054 -0.711 -1.230
H -3.091 -0.566 -1.604
H -1.984 -1.712 -1.177
H -3.443 -1.582 -0.145
H 3.951 0.836 -1.291
H 2.562 0.622 -0.062
H 4.191 -0.128 0.126
H -0.096 -1.233 -2.382
H 0.217 0.584 -2.362
H 1.406 -0.406 -1.672
```

Calculated values
Energy ... -953.80822 a.u.
Total charge ... 0
LUMO level ... -0.52 eV
Kohn-Sham gap ... 0.246 Ha
Relative energy (zero: lowest compared OMol25 entry of this formula, charge and spin) ... 2.607 eV
M ... 137.188 g/mol

Record 2
Molecular formula: C30H47GeN7OSTi
Method: DFT, ωB97M-V/def2-TZVPD

```
88
C30H47GeN7OSTi (ωB97M-V/def2-TZVPD)
Ti -1.364 0.430 -0.334
N -1.612 0.334 -2.573
C -1.472 1.653 -3.237
C -2.196 2.686 -2.399
N -1.664 2.681 -1.009
C -2.643 3.291 -0.080
C -3.901 2.438 0.027
N -3.531 0.998 -0.082
C -0.401 3.473 -0.971
C 0.593 2.803 -0.052
N 0.628 1.380 -0.449
H -0.979 -0.340 -3.007
H -2.535 -0.044 -2.786
H -1.867 1.629 -4.254
H -0.406 1.871 -3.318
H -3.259 2.445 -2.380
H -2.112 3.686 -2.834
H -2.896 4.308 -0.399
H -2.148 3.380 0.887
H -4.620 2.683 -0.753
H -4.411 2.629 0.970
H -4.083 0.556 -0.812
H -3.811 0.492 0.753
H -0.607 4.502 -0.668
H 0.012 3.521 -1.979
H 0.280 2.854 0.991
H 1.580 3.261 -0.138
H 1.297 0.864 0.119
H 1.035 1.316 -1.381
C -1.969 3.171 4.033
C -2.211 1.683 4.238
N -1.012 0.855 4.025
C -0.229 0.488 5.233
C 0.813 1.525 5.612
C -0.622 0.523 2.808
C 0.621 -0.304 2.656
N -1.279 0.899 1.710
H -2.912 3.712 4.101
H -1.518 3.386 3.062
H -1.304 3.572 4.793
H -3.012 1.302 3.596
H -2.546 1.495 5.255
H 0.221 -0.489 5.070
H -0.953 0.356 6.034
H 1.523 1.703 4.804
H 1.377 1.174 6.476
H 0.357 2.474 5.884
H 1.493 0.247 3.012
H 0.774 -0.567 1.618
H 0.564 -1.226 3.235
H -2.048 1.510 1.964
O -2.411 -1.289 0.141
S -1.259 -2.245 -0.070
N -0.174 -1.270 -0.495
C 1.124 -6.399 0.633
C 1.096 -6.268 -0.747
C 1.198 -5.011 -1.325
C 1.331 -3.870 -0.530
C 1.355 -4.020 0.862
C 1.250 -5.274 1.440
Ge 1.492 -2.147 -1.384
C 0.881 -2.084 -3.223
C -0.356 -2.644 -3.563
C -0.786 -2.684 -4.879
C 0.021 -2.165 -5.885
C 1.259 -1.627 -5.570
C 1.688 -1.588 -4.250
C 2.926 -0.956 -0.853
C 3.275 0.172 -1.608
C 4.304 1.007 -1.209
C 5.008 0.729 -0.043
C 4.686 -0.391 0.710
C 3.659 -1.230 0.303
H 1.051 -7.380 1.083
H 1.004 -7.145 -1.373
H 1.184 -4.926 -2.406
H 1.453 -3.155 1.509
H 1.279 -5.384 2.515
H -0.986 -3.101 -2.804
H -1.735 -3.142 -5.126
H -0.308 -2.202 -6.915
H 1.902 -1.253 -6.355
H 2.678 -1.198 -4.042
H 2.754 0.399 -2.534
H 4.581 1.858 -1.817
H 5.824 1.370 0.262
H 5.257 -0.628 1.597
H 3.464 -2.127 0.877
```

Calculated values
Energy ... -4953.72009 a.u.
Expectation value of S² ... 0.76
Total charge ... +3
LUMO level (spin up / spin down) ... -9.81 / -10.00 eV
Kohn-Sham gap (spin up / spin down) ... 0.245 / 0.239 Ha
2S+1 ... 2
Relative energy (zero: lowest compared OMol25 entry of this formula, charge and spin) ... 0.354 eV
M ... 674.298 g/mol

Record 3
Molecular formula: C5H8O2
Method: DFT, ωB97M-V/def2-TZVPD

```
15
C5H8O2 (ωB97M-V/def2-TZVPD)
C -1.349 0.598 0.946
C -0.115 0.319 0.550
C 0.853 -0.815 0.861
C 1.921 0.020 0.140
O 3.116 -0.046 0.061
C 0.874 1.019 -0.373
H -1.865 1.493 0.603
H -1.884 -0.049 1.637
H 1.050 -1.067 1.908
H 0.622 -1.730 0.300
H 1.085 2.081 -0.216
H 0.646 0.836 -1.430
O -1.472 -1.230 -1.751
H -1.936 -0.632 -2.349
H -1.546 -0.798 -0.888
```

Calculated values
Energy ... -345.74335 a.u.
Total charge ... 0
LUMO level ... 0.56 eV
Kohn-Sham gap ... 0.380 Ha
SMILES ... C=C1CC(=O)C1.O
Relative energy (zero: lowest compared OMol25 entry of this formula, charge and spin) ... 1.676 eV
M ... 100.117 g/mol

Record 4
Molecular formula: C4H12N2O2
Method: DFT, ωB97M-V/def2-TZVPD

```
20
C4H12N2O2 (ωB97M-V/def2-TZVPD)
C 0.515 -1.915 2.590
C 0.457 -1.069 1.308
O 0.635 -1.613 0.205
O 0.200 0.206 1.556
H 0.699 -1.311 3.480
H -0.518 -2.388 2.755
H 1.217 -2.749 2.470
H -0.480 0.924 0.966
N -1.248 1.645 0.063
C -0.973 0.853 -1.156
C 0.483 0.980 -1.674
N 0.815 -0.312 -2.336
H -1.184 2.627 -0.177
H -2.215 1.490 0.350
H -1.159 -0.195 -0.937
H -1.617 1.094 -2.013
H 0.571 1.873 -2.329
H 1.203 1.185 -0.824
H 1.731 -0.263 -2.736
H 0.869 -1.063 -1.560
```

Calculated values
Energy ... -419.59396 a.u.
Total charge ... 0
LUMO level ... 0.61 eV
Kohn-Sham gap ... 0.349 Ha
SMILES ... CC(=O)O.NCCN
Relative energy (zero: lowest compared OMol25 entry of this formula, charge and spin) ... 1.484 eV
M ... 120.152 g/mol

Record 5
Molecular formula: C31H45F4N2Sb2SeSiV
Method: DFT, ωB97M-V/def2-TZVPD

```
87
C31H45F4N2Sb2SeSiV (ωB97M-V/def2-TZVPD)
V 0.069 1.583 0.529
C -3.496 1.360 -0.316
N -3.354 2.196 -1.502
C -4.369 1.973 -2.506
C -3.163 3.607 -1.236
C -2.101 3.893 -0.161
N -0.954 3.023 -0.309
C 0.313 3.428 -0.549
C 1.160 2.436 -1.156
F 0.572 1.581 -2.079
C 2.534 2.710 -1.362
F 3.250 1.775 -2.011
C 3.125 3.844 -0.926
C 2.295 4.821 -0.327
F 2.875 5.964 0.083
C 0.969 4.641 -0.137
F 0.243 5.618 0.436
H -4.515 0.964 -0.214
H -3.329 1.966 0.575
H -1.631 0.531 -0.893
H -5.371 2.318 -2.189
H -4.441 0.908 -2.732
H -4.107 2.503 -3.426
H -4.101 4.101 -0.912
H -2.873 4.079 -2.180
H -2.529 3.734 0.830
H -1.832 4.948 -0.205
H 4.189 4.013 -1.003
C 0.138 -2.885 0.520
Sb 1.139 -1.020 0.475
C 2.426 -1.388 2.145
C 2.685 -1.338 -1.039
C 3.027 -2.778 -1.222
C 4.004 -3.330 -0.386
C 4.321 -4.676 -0.407
C 3.654 -5.513 -1.288
C 2.701 -4.976 -2.137
C 2.369 -3.618 -2.138
C 1.359 -3.167 -3.170
Sb -0.131 -1.592 -2.835
C -1.562 -2.600 -4.088
C 0.648 -0.356 -4.416
H 0.781 -3.669 0.118
H -0.812 -2.823 -0.008
H -0.084 -3.095 1.567
H 2.932 -2.345 2.020
H 1.832 -1.419 3.057
H 3.151 -0.579 2.231
H 3.541 -0.783 -0.650
H 2.385 -0.832 -1.955
H 4.524 -2.671 0.301
H 5.080 -5.065 0.260
H 3.875 -6.573 -1.321
H 2.188 -5.627 -2.837
H 0.749 -4.033 -3.434
H 1.876 -2.876 -4.090
H -1.056 -3.172 -4.865
H -2.220 -1.866 -4.555
H -2.167 -3.260 -3.466
H 0.649 -0.890 -5.367
H 1.667 -0.061 -4.165
H 0.047 0.548 -4.501
C -3.034 -2.267 1.313
C -3.318 -2.187 -0.074
C -3.026 -1.101 -0.834
C -2.482 0.183 -0.252
C -2.040 -0.037 1.177
C -2.380 -1.176 1.882
H -3.282 -3.143 1.895
H -3.787 -3.038 -0.566
H -3.292 -1.098 -1.888
H -1.684 0.843 1.738
H -2.133 -1.216 2.935
C -0.472 2.862 5.522
Si 0.496 1.574 4.555
C 2.067 1.184 5.512
C -0.577 0.049 4.451
Se 1.117 2.476 2.574
H -0.677 2.516 6.540
H -1.427 3.055 5.029
H 0.070 3.807 5.581
H 1.845 0.996 6.567
H 2.766 2.020 5.449
H 2.567 0.301 5.107
H -0.521 -0.528 5.379
H -0.321 -0.611 3.624
H -1.619 0.348 4.308
```

Calculated values
Energy ... -5832.58164 a.u.
Expectation value of S² ... 0.78
Total charge ... -1
LUMO level (spin up / spin down) ... 2.62 / 2.62 eV
Kohn-Sham gap (spin up / spin down) ... 0.193 / 0.193 Ha
2S+1 ... 2
Relative energy (zero: lowest compared OMol25 entry of this formula, charge and spin) ... 2.470 eV
M ... 923.217 g/mol

Record 6
Molecular formula: C36H34CoNO3P2S6Sb
Method: DFT, ωB97M-V/def2-TZVPD

```
84
C36H34CoNO3P2S6Sb (ωB97M-V/def2-TZVPD)
Co 0.618 1.507 0.997
O 1.185 -0.524 0.203
P 1.605 -1.146 -1.065
C 1.229 -0.070 -2.520
P -0.391 0.709 -2.112
O -0.289 1.510 -0.874
C -1.577 -0.643 -1.992
C -2.491 -0.541 -0.935
C -3.583 -1.371 -0.869
C -3.809 -2.313 -1.871
C -2.920 -2.412 -2.933
C -1.826 -1.577 -3.010
C -0.828 1.716 -3.540
C -0.874 1.185 -4.837
C -1.311 1.958 -5.890
C -1.708 3.273 -5.676
C -1.683 3.799 -4.385
C -1.262 3.027 -3.327
C 3.412 -1.309 -1.204
C 4.058 -2.510 -1.456
C 5.439 -2.566 -1.450
C 6.179 -1.427 -1.166
C 5.536 -0.230 -0.889
C 4.156 -0.170 -0.910
C 0.882 -2.759 -1.369
C 0.916 -3.360 -2.640
C 0.457 -4.648 -2.804
C -0.027 -5.372 -1.721
C -0.041 -4.787 -0.450
C 0.416 -3.502 -0.278
H 1.229 -0.632 -3.450
H 1.991 0.714 -2.575
H -2.296 0.198 -0.170
H -4.283 -1.279 -0.049
H -4.673 -2.961 -1.823
H -3.099 -3.148 -3.708
H -1.152 -1.662 -3.848
H -0.557 0.168 -5.013
H -1.349 1.538 -6.889
H -2.043 3.879 -6.507
H -2.006 4.816 -4.212
H -1.236 3.423 -2.322
H 3.472 -3.398 -1.647
H 5.936 -3.508 -1.640
H 7.259 -1.478 -1.148
H 6.108 0.646 -0.620
H 3.645 0.751 -0.672
H 1.326 -2.818 -3.482
H 0.487 -5.108 -3.785
H -0.372 -6.389 -1.852
H -0.390 -5.363 0.398
H 0.442 -3.045 0.702
S 3.576 0.010 2.077
C 2.464 0.710 3.077
N 1.461 1.510 2.771
C 0.837 2.036 3.884
C -0.192 2.974 3.918
C -0.708 3.395 5.126
C -0.207 2.910 6.327
C 0.825 1.988 6.332
C 1.332 1.571 5.116
S 2.642 0.455 4.847
H -0.568 3.377 2.993
H -1.512 4.114 5.138
H -0.608 3.256 7.268
H 1.242 1.601 7.253
S -3.600 4.125 3.181
Sb -2.387 5.693 1.946
S 0.780 3.673 0.797
S -0.933 4.308 0.065
S -0.994 6.690 3.517
C -2.318 -0.066 3.960
C -1.763 -1.394 3.443
C -0.841 -0.957 2.295
O -1.094 0.420 2.039
C -2.302 0.779 2.691
H -1.643 0.370 4.696
H -3.312 -0.155 4.391
H -2.575 -2.018 3.062
H -1.230 -1.954 4.211
H -1.039 -1.537 1.385
H 0.218 -1.059 2.547
H -3.163 0.531 2.055
H -2.296 1.851 2.876
```

Calculated values
Energy ... -6367.75678 a.u.
Expectation value of S² ... 3.76
Total charge ... -2
LUMO level (spin up / spin down) ... 3.09 / 3.09 eV
Kohn-Sham gap (spin up / spin down) ... 0.108 / 0.110 Ha
2S+1 ... 4
M ... 963.715 g/mol

Record 7
Molecular formula: C8H32N16O8
Method: DFT, ωB97M-V/def2-TZVPD

```
64
C8H32N16O8 (ωB97M-V/def2-TZVPD)
N 1.443 -5.196 2.875
C 2.500 -5.483 3.583
N 2.388 -4.690 4.636
O 3.385 -6.237 3.263
H 0.664 -4.709 3.294
H 1.186 -5.901 2.198
H 1.583 -4.082 4.699
H 3.160 -4.449 5.241
N -2.245 -2.389 -8.064
C -1.272 -1.606 -7.663
N -0.124 -1.870 -8.254
O -1.464 -0.665 -6.933
H -3.174 -2.192 -7.722
H -2.021 -3.140 -8.702
H 0.694 -1.309 -8.066
H -0.089 -2.505 -9.039
N -5.888 -1.381 -0.066
C -4.798 -1.838 -0.658
N -4.622 -1.205 -1.750
O -4.080 -2.589 -0.034
H -6.024 -1.530 0.923
H -6.643 -1.039 -0.644
H -3.883 -1.402 -2.409
H -5.357 -0.538 -1.934
N 0.048 4.244 -5.864
C -0.927 4.954 -5.335
N -2.017 4.373 -5.781
O -0.837 6.015 -4.749
H -0.179 3.495 -6.503
H 0.965 4.667 -5.904
H -2.777 4.807 -5.276
H -1.953 3.365 -5.811
N 3.715 5.086 4.943
C 3.596 6.246 4.366
N 2.426 6.586 4.143
O 4.535 6.990 4.055
H 4.618 4.730 5.221
H 2.837 4.616 5.108
H 2.143 7.536 3.945
H 1.784 5.807 4.151
N 3.507 -3.690 -3.402
C 3.116 -2.806 -2.543
N 3.733 -2.873 -1.405
O 2.135 -2.158 -2.776
H 4.170 -4.371 -3.060
H 3.254 -3.543 -4.369
H 4.726 -3.053 -1.352
H 3.405 -2.282 -0.655
N -1.317 -0.809 8.842
C -1.186 -0.471 7.658
N -1.219 0.812 7.574
O -0.967 -1.225 6.791
H -1.542 0.030 9.356
H -1.029 -1.727 9.149
H -1.093 1.252 6.673
H -1.471 1.304 8.419
N -0.277 1.891 -0.173
C -0.187 1.649 1.111
N -0.020 0.353 1.250
O -0.302 2.426 2.016
H -0.221 2.840 -0.513
H -0.279 1.099 -0.800
H 0.122 0.046 2.201
H -0.353 -0.266 0.525
```

Calculated values
Energy ... -1802.13253 a.u.
Total charge ... 0
LUMO level ... 0.23 eV
Kohn-Sham gap ... 0.343 Ha
SMILES ... NC(N)=O.NC(N)=O.NC(N)=O.NC(N)=O.NC(N)=O.NC(N)=O.NC(N)=O.NC(N)=O
Relative energy (zero: lowest compared OMol25 entry of this formula, charge and spin) ... 8.054 eV
M ... 480.448 g/mol

Record 8
Molecular formula: C6H10O
Method: DFT, ωB97M-V/def2-TZVPD

```
17
C6H10O (ωB97M-V/def2-TZVPD)
C 2.338 0.064 0.525
O 1.011 -0.334 0.820
C 0.302 -0.926 -0.185
C -0.727 -0.025 -1.312
C -1.176 1.188 -0.456
C -1.704 0.217 0.641
C -1.142 -0.959 -0.165
H 2.753 0.480 1.449
H 2.353 0.835 -0.255
H 2.967 -0.781 0.206
H 0.775 -1.820 -0.627
H 0.310 -0.203 -1.652
H -1.972 1.804 -0.903
H -0.366 1.856 -0.157
H -2.794 0.188 0.706
H -1.289 0.331 1.650
H -1.639 -1.913 -0.286
```

Calculated values
Energy ... -309.69642 a.u.
Total charge ... 0
LUMO level ... 0.98 eV
Kohn-Sham gap ... 0.323 Ha
SMILES ... CO[C@@H]1[C@@H]2CC[C@@H]21
Relative energy (zero: lowest compared OMol25 entry of this formula, charge and spin) ... 3.972 eV
M ... 98.145 g/mol

Record 9
Molecular formula: C4H11N2
Method: DFT, ωB97M-V/def2-TZVPD

```
17
C4H11N2 (ωB97M-V/def2-TZVPD)
C -0.052 -1.046 -1.032
C 0.567 -0.276 0.090
C 1.858 -0.648 0.782
C -2.306 0.001 0.404
N -0.619 -0.918 0.282
N 0.406 1.198 -0.381
H -0.576 -0.549 -1.932
H 0.321 -2.048 -1.453
H 2.811 -0.624 0.325
H 1.863 -1.757 1.142
H 1.840 -0.167 1.671
H -2.121 0.946 -0.230
H -2.837 -0.811 0.155
H -2.265 0.361 1.409
H 0.802 1.240 -1.302
H 0.785 1.806 0.345
H -0.539 1.379 -0.214
```

Calculated values
Energy ... -268.10698 a.u.
Total charge ... +1
LUMO level ... -3.56 eV
Kohn-Sham gap ... 0.375 Ha
Relative energy (zero: lowest compared OMol25 entry of this formula, charge and spin) ... 5.386 eV
M ... 87.146 g/mol

Record 10
Molecular formula: C26H33ClCrN4O4Te
Method: DFT, ωB97M-V/def2-TZVPD

```
70
C26H33ClCrN4O4Te (ωB97M-V/def2-TZVPD)
Cr 0.151 0.970 -0.420
Cl 5.398 5.242 -3.163
C 4.209 4.368 -2.267
C 4.121 4.546 -0.872
C 3.192 3.873 -0.122
C 2.292 2.973 -0.725
O 1.418 2.355 0.027
C 2.387 2.796 -2.128
C 1.546 1.899 -2.830
O 0.672 1.157 -2.335
C 3.353 3.509 -2.886
H 4.806 5.233 -0.392
H 3.131 4.020 0.948
H 1.667 1.841 -3.917
H 3.407 3.363 -3.958
N -1.157 2.645 -0.646
C -2.471 2.732 -1.356
C -3.261 1.450 -1.182
C -2.839 0.330 -2.149
C -2.341 -0.911 -1.430
N -0.920 -0.747 -1.041
H -1.307 2.902 0.328
H -0.528 3.357 -1.007
H -2.268 2.926 -2.409
H -3.018 3.590 -0.965
H -4.325 1.660 -1.287
H -3.128 1.121 -0.145
H -2.026 0.684 -2.793
H -3.660 0.079 -2.820
H -2.441 -1.805 -2.045
H -2.924 -1.092 -0.526
H -0.354 -0.945 -1.865
H -0.635 -1.489 -0.347
N -1.409 1.532 6.484
C -1.735 0.530 5.632
O -2.381 -0.440 5.951
C -1.237 0.670 4.206
C -1.827 -0.119 3.252
C -1.398 -0.032 1.934
N -0.447 0.835 1.545
C 0.166 1.575 2.497
C -0.195 1.518 3.819
H -1.730 1.460 7.435
H -0.934 2.365 6.197
H -2.592 -0.830 3.534
H -1.864 -0.631 1.176
H 0.964 2.220 2.161
H 0.355 2.121 4.528
Te 0.320 -2.793 1.527
C -0.811 -4.504 2.034
C -2.198 -4.443 2.151
C -2.940 -5.571 2.475
C -2.306 -6.786 2.692
C -0.924 -6.857 2.583
C -0.183 -5.728 2.257
H -2.709 -3.499 1.989
H -4.018 -5.500 2.564
H -2.881 -7.666 2.947
H -0.417 -7.799 2.753
H 0.895 -5.799 2.177
C 3.526 0.133 0.848
C 2.714 -0.719 -0.067
C 3.341 -1.914 -0.679
O 1.523 -0.481 -0.293
H 4.199 -0.495 1.431
H 2.897 0.731 1.501
H 4.149 0.797 0.239
H 4.309 -1.646 -1.110
H 2.684 -2.376 -1.409
H 3.521 -2.632 0.127
```

Calculated values
Energy ... -3303.10494 a.u.
Expectation value of S² ... 3.78
Total charge ... +1
LUMO level (spin up / spin down) ... -3.93 / -4.24 eV
Kohn-Sham gap (spin up / spin down) ... 0.161 / 0.148 Ha
2S+1 ... 4
Relative energy (zero: lowest compared OMol25 entry of this formula, charge and spin) ... 1.173 eV
M ... 680.623 g/mol